Computed, not measured: a 2-piece molecular cluster, C3H5NO2 overall in a non-equilibrium geometry, with ωB97M-V/def2-TZVPD.

Geometry as XYZ:
```
11
Properties=species:S:1:pos:R:3:forces:R:3:lowdin_charge:R:1
C -1.123459 -0.795432 0.200061 0.7 -1.1 -0.1 -0.040
C -0.339226 1.453971 -0.172134 -0.8 2.4 -0.2 -0.020
O -0.520784 2.507317 0.201767 0.2 -0.4 0.0 0.133
N 1.793714 0.548702 -0.837268 0.6 -1.0 -0.1 0.075
C 1.504693 -0.330181 0.031748 -0.1 0.7 0.0 -0.391
O 0.440407 -1.169487 -0.001745 -1.4 0.9 0.6 -0.147
H -1.576946 -0.745408 -0.794538 0.4 -0.2 0.3 0.080
H -1.638329 -0.009354 0.812109 1.5 -0.5 -0.2 0.069
H -1.258502 -1.720646 0.714851 -0.8 -0.7 0.0 0.067
H 1.135997 0.448243 -1.613699 0.1 0.2 0.1 0.050
H 2.145104 -0.404734 0.921508 -0.3 -0.2 -0.2 0.123
```
Positions in Å, forces in eV/Å.

* HOMO level: -0.372 Eh
* lowest unoccupied orbital energy: 0.57 eV
* relative energy (zero: lowest compared OMol25 entry of this formula, charge and spin): 380.6 kJ/mol
* molecular weight: 87.08 g mol⁻¹
* frontier orbital gap: 10.7 eV